Record 1
Below is a cluster of 2 separate species, C35H25N7O5 in total at a distorted geometry, with properties calculated with the ωB97M-V functional and the def2-TZVPD basis.

Geometry as XYZ:
```
72
Properties=species:S:1:pos:R:3:forces:R:3
N -2.4115 1.2332 1.7289 2.0 1.3 0.1
C -1.4104 1.8339 1.7702 -1.7 -0.8 -0.2
C -0.1798 2.5812 1.8491 2.1 -1.1 -0.3
C 1.0391 1.8843 1.6642 -1.4 0.2 0.3
C 2.2374 2.5636 1.9296 1.1 -0.4 0.8
N 3.4605 2.0259 2.3311 -0.8 0.6 0.5
O 3.8801 0.8908 2.5280 -0.4 1.7 -0.4
O 4.2233 3.1312 2.7964 -0.7 -0.6 -0.8
N 3.5065 4.3009 2.7301 -1.6 -1.0 -0.8
C 2.2912 3.9381 2.2331 1.4 1.3 1.5
C 1.0463 4.6785 2.3253 -1.1 -1.7 -0.5
N 0.9800 6.0800 2.6712 -0.6 2.8 0.7
O 2.0143 6.7680 2.7656 -1.7 -2.0 -0.4
O -0.1662 6.5548 2.8622 2.0 -1.0 -0.4
C -0.1583 3.9630 2.1964 1.2 1.2 0.0
H 1.0761 0.8316 1.3974 -0.2 0.1 0.0
H -1.0999 4.4905 2.3584 0.4 -0.1 -0.1
C 3.2826 -1.0236 0.2314 -0.6 -0.1 -0.2
O 1.9558 -0.5515 -0.0631 1.9 1.0 -0.4
C 0.8425 -1.2019 0.3394 -2.1 -0.7 -0.9
C 0.8585 -2.1444 1.4659 0.4 0.0 0.4
C 0.2499 -1.7885 2.6773 0.2 -0.5 -0.6
C 0.1609 -2.7319 3.6922 0.0 0.1 0.2
C 0.7128 -4.0018 3.5359 0.0 0.0 -0.2
C 1.3705 -4.3361 2.3489 0.2 0.2 -0.2
C 1.4753 -3.4040 1.3192 -0.5 0.2 0.3
C -0.2539 -1.0645 -0.4961 2.6 -0.5 1.5
N -1.5378 -1.4206 -0.2401 -0.7 -0.3 -0.2
C -2.0792 -2.3973 0.6205 -0.4 -0.2 -0.2
C -3.1394 -1.9758 1.4177 0.4 -0.3 0.2
C -3.7216 -2.8886 2.2871 0.0 0.0 -0.1
C -3.2769 -4.2116 2.3134 0.2 -0.1 0.1
C -2.2535 -4.6414 1.4560 -0.2 0.4 0.2
C -1.6608 -3.7330 0.5813 -0.1 0.2 0.2
N -2.4016 -0.7932 -1.0992 0.6 0.6 -1.7
C -1.6377 -0.1983 -1.9881 -0.6 -0.8 1.3
C -2.1747 0.5572 -3.1008 -0.7 0.4 -0.8
C -1.5553 0.6854 -4.3646 -0.2 0.1 0.7
C -2.1628 1.4712 -5.3420 -0.3 0.0 0.2
C -3.3899 2.0989 -5.0817 0.1 -0.2 0.2
C -4.0285 1.9238 -3.8437 0.2 -0.2 -0.2
C -3.4395 1.1316 -2.8665 0.5 0.2 -0.3
N -0.2929 -0.3686 -1.6961 -0.7 0.0 -0.2
C 0.7986 0.2306 -2.3813 -0.1 -0.4 0.4
C 1.6077 -0.5617 -3.1809 0.3 0.4 -0.3
C 2.6935 0.0408 -3.8252 -0.2 -0.2 0.2
C 2.9695 1.3929 -3.6095 0.0 0.1 0.0
C 2.1448 2.1632 -2.7824 -0.3 -0.3 0.1
C 1.0371 1.5724 -2.1684 0.5 0.3 -0.3
H 3.8609 -0.8126 -0.6723 0.1 -0.1 0.2
H 3.6522 -0.4483 1.0782 0.2 -0.4 -0.2
H 3.2925 -2.0945 0.4665 0.2 0.4 -0.2
H -0.1849 -0.7889 2.7471 0.0 -0.4 0.2
H -0.3526 -2.4601 4.6076 0.1 -0.1 0.0
H 0.6294 -4.7407 4.3312 0.0 0.2 -0.1
H 1.8075 -5.3219 2.1991 -0.1 0.1 0.2
H 1.9831 -3.6389 0.3734 -0.4 -0.1 0.5
H -3.4170 -0.9237 1.3851 -0.1 -0.4 0.1
H -4.5040 -2.5296 2.9546 0.1 -0.3 -0.1
H -3.7023 -4.9073 3.0375 0.1 0.1 -0.3
H -1.9093 -5.6751 1.4960 -0.1 0.3 -0.1
H -0.8690 -4.0393 -0.1061 -0.3 0.1 0.3
H -0.6108 0.1703 -4.5571 -0.3 0.3 0.0
H -1.6764 1.5881 -6.3111 -0.2 0.0 0.2
H -3.8596 2.7096 -5.8522 0.1 -0.1 0.2
H -4.9827 2.3974 -3.6296 0.1 -0.1 -0.2
H -3.9016 0.9412 -1.8965 0.1 0.2 -0.3
H 1.3776 -1.6230 -3.2951 0.1 0.3 0.0
H 3.3227 -0.5669 -4.4767 -0.1 0.3 0.2
H 3.8362 1.8524 -4.0881 -0.3 -0.1 0.1
H 2.3472 3.2141 -2.5927 0.1 -0.2 -0.2
H 0.3779 2.1188 -1.4928 0.2 0.0 -0.2
```
Forces are in eV/Å.

Results
**Frontier orbital gap**: 0.142 hartree
**Molar mass**: 623.63 g mol⁻¹
**Energy above the lowest of the compared OMol25 structures with the same formula, charge and spin**: 0.0 kcal/mol
**Highest occupied orbital energy**: -6.32 eV
**Total charge**: 0
**Largest force on an atom**: 3.0 eV Å⁻¹


Record 2
Below is a structure of composition C35H26ClN4O3Zr at a distorted geometry, with properties calculated with the ωB97M-V functional and the def2-TZVPD basis.

Geometry as XYZ:
```
70
Properties=species:S:1:pos:R:3:forces:R:3
Zr -0.2327 1.0599 -0.4359 -1.9 2.1 -0.7
Cl 6.8600 0.6948 -2.5432 0.0 0.0 0.0
C 5.2795 1.0172 -1.9780 -0.1 0.2 0.1
C 4.9755 2.2711 -1.4314 0.1 -0.2 -0.1
C 3.7006 2.5591 -0.9850 -0.5 0.1 0.1
C 2.6892 1.6104 -1.0668 1.1 -0.2 -0.4
O 1.4502 1.8833 -0.6413 1.4 -0.3 -0.1
C 2.9801 0.3359 -1.6153 -0.1 0.4 0.1
C 2.0182 -0.7100 -1.7125 -0.1 0.0 0.1
N 0.7603 -0.6585 -1.3484 0.6 -0.4 0.3
C -0.0564 -1.8337 -1.4088 -0.2 -0.6 -0.1
C 0.2907 -3.0095 -2.0388 0.1 0.3 0.0
C -0.5093 -4.1590 -1.9467 -0.1 -0.1 0.1
C -1.6771 -4.1389 -1.2377 0.1 0.0 -0.1
C -2.1087 -2.9367 -0.6377 0.0 0.1 0.1
C -3.3276 -2.8444 0.0640 0.0 0.1 0.0
C -3.6925 -1.6544 0.6480 -0.1 -0.1 0.0
C -2.8474 -0.5585 0.5105 0.1 0.2 0.0
N -1.6980 -0.5913 -0.1551 -0.1 -1.2 0.1
C -1.3014 -1.7757 -0.7226 0.1 -0.3 -0.1
C 4.2911 0.0641 -2.0587 0.0 -0.2 -0.1
H 5.7578 3.0154 -1.3585 0.0 0.0 0.0
H 3.4728 3.5309 -0.5661 0.0 0.0 0.0
H 2.4177 -1.6389 -2.1098 -0.1 -0.1 0.0
H 1.1980 -3.0808 -2.6237 0.0 0.0 0.0
H -0.1791 -5.0703 -2.4258 0.0 0.0 0.0
H -2.2830 -5.0292 -1.1352 0.0 0.0 0.0
H -3.9709 -3.7136 0.1278 0.0 0.0 0.0
H -4.6180 -1.5564 1.1971 0.0 0.0 0.0
H -3.1240 0.3989 0.9453 0.0 0.0 0.0
H 4.5252 -0.9125 -2.4658 0.0 0.0 0.0
C -2.3499 0.9958 -2.3180 -0.1 0.2 -0.3
C -1.2377 0.5856 -3.0570 -0.1 0.2 -0.2
C -0.1774 1.4684 -3.2840 -0.4 0.2 -0.2
C -0.2711 2.7881 -2.8450 -0.2 0.0 -0.2
C -1.3891 3.2008 -2.1207 -0.1 -0.1 -0.2
C -2.4046 2.2930 -1.8039 -0.1 -0.1 -0.2
H -3.2174 0.3547 -2.2420 0.1 -0.1 0.2
H -1.2467 -0.3838 -3.5376 0.1 -0.1 0.1
H 0.6556 1.1663 -3.9058 0.1 0.0 0.1
H 0.4704 3.5114 -3.1597 0.1 0.0 0.2
H -1.5490 4.2507 -1.9207 0.1 0.0 0.2
H -3.3050 2.6430 -1.3141 0.0 0.0 0.1
O -0.1393 -5.7695 3.8014 -0.1 -0.5 0.2
C -0.2292 -5.0658 2.6919 0.1 0.6 -0.4
O -0.5177 -5.5442 1.6290 0.0 -0.2 0.2
C -0.0154 -3.5669 2.7202 -0.2 0.0 0.0
C 0.9990 -3.0194 1.9400 0.1 -0.1 0.1
C 1.0194 -1.6653 1.6762 -0.1 0.3 0.1
C 0.0024 -0.8445 2.1629 0.2 -0.6 0.3
C -0.9658 -1.3785 3.0101 -0.1 0.3 -0.2
C -0.9678 -2.7330 3.2957 0.1 -0.1 0.1
N -0.0586 0.5192 1.7364 -0.2 0.3 0.5
C -0.3950 1.4268 2.5837 0.2 -0.1 0.2
C -0.4900 2.8201 2.1926 -0.2 0.4 0.0
C -0.5320 3.8101 3.1614 0.0 -0.2 0.0
C -0.4040 5.1382 2.7759 0.0 0.1 -0.2
C -0.2166 5.4084 1.4322 0.0 0.0 0.2
C -0.2238 4.3580 0.5231 0.0 0.0 -0.2
N -0.4064 3.0824 0.8655 0.1 -0.1 0.6
H 0.1505 -5.2824 4.5815 0.1 0.2 0.0
H 1.7653 -3.6665 1.5324 0.0 0.0 0.0
H 1.8331 -1.2287 1.1147 0.1 0.0 -0.1
H -1.7715 -0.7565 3.3839 0.0 0.0 0.0
H -1.7366 -3.1402 3.9411 0.0 0.0 -0.1
H -0.5261 1.1938 3.6382 0.0 -0.1 0.0
H -0.6362 3.5463 4.2061 0.0 0.0 0.0
H -0.4243 5.9336 3.5087 0.0 0.0 0.0
H -0.0751 6.4216 1.0827 0.0 0.0 0.0
H -0.0569 4.5603 -0.5227 0.0 0.0 0.0
```
Forces are in eV/Å.

Results
**Frontier orbital gap**: 0.234 hartree
**Molar mass**: 677.30 g mol⁻¹
**Energy above the lowest of the compared OMol25 structures with the same formula, charge and spin**: 0.0 kcal/mol
**Highest occupied orbital energy**: -16.37 eV
**Total charge**: +3
**Largest force on an atom**: 2.9 eV Å⁻¹